# 1
DFT (ωB97M-V/def2-TZVPD) results for an isolated molecule of C2H4FPS at a distorted geometry.

Last column: Mulliken charge in e.
Geometry (Å):
H -1.26207 2.22040 1.41602  -0.013
P -1.96958 2.10815 0.09719  -0.122
C -0.90100 0.97050 -0.44239  0.321
F -0.73829 0.60287 -1.65279  -0.190
S 0.38430 0.18404 0.80494  -0.053
C 1.07290 -1.27058 -0.01571  -0.817
H 0.12102 -1.97457 -0.24969  0.266
H 1.52199 -1.77679 0.82657  0.307
H 1.77073 -1.06403 -0.78415  0.302

## Properties
HOMO energy: -8.50 eV
SMILES: [H]/P=C(/F)SC
total energy: -917.922718 Ha
ΔE to the lowest compared entry with this formula, charge and spin: 97.50 kJ/mol
net charge: 0

***

# 2
DFT (ωB97M-V/def2-TZVPD) results for an isolated molecule of C2H4FPS at a distorted geometry.

Last column: Mulliken charge in e.
Geometry (Å):
C 0.72060 1.18046 -0.65262  -0.926
C 0.07963 -0.15122 -0.28842  0.009
P -0.07976 -0.32984 1.39256  -0.028
S -0.92550 -2.31671 1.29234  0.005
F -2.55039 -1.79822 1.43532  -0.278
H 0.05057 1.78717 -1.29799  0.277
H 1.57563 0.83433 -1.15037  0.275
H 0.99700 1.71758 0.36211  0.294
H 0.13222 -0.92357 -1.09293  0.371

## Properties
HOMO energy: -9.11 eV
SMILES: C/C=P/SF
total energy: -917.933659 Ha
ΔE to the lowest compared entry with this formula, charge and spin: 68.77 kJ/mol
net charge: 0

***

# 3
DFT (ωB97M-V/def2-TZVPD) results for C2H4I2 as an isolated structure at a distorted geometry.

Last column: Mulliken charge in e.
Geometry (Å):
C 0.03373 -1.02656 -0.58808  -0.958
C -0.25057 1.20694 0.22376  -0.852
I 0.55370 -2.18884 1.02686  0.096
I 0.51837 1.32526 2.13265  0.147
H 0.83280 -0.72627 -1.20106  0.368
H -0.68184 -1.35053 -1.17793  0.453
H -1.36321 1.16258 0.10792  0.355
H 0.35701 1.59743 -0.52412  0.391

## Properties
HOMO energy: -8.44 eV
total energy: -673.858863 Ha
ΔE to the lowest compared entry with this formula, charge and spin: 325.36 kJ/mol
net charge: 0

***

# 4
DFT (ωB97M-V/def2-TZVPD) results for C2H4I2S as an isolated structure at a distorted geometry.

Last column: Mulliken charge in e.
Geometry (Å):
C -1.25020 -0.43959 0.47413  -0.611
C 1.37662 -0.26488 -0.63070  -0.666
S -1.16579 1.16485 1.03182  -0.110
I 1.64604 1.79865 -0.67200  0.117
I 2.59960 -1.47368 0.59073  0.073
H -1.87990 -0.71469 -0.34191  0.332
H -0.91102 -1.16593 1.18814  0.326
H 1.28546 -0.69481 -1.62000  0.383
H -1.70082 1.79008 -0.02022  0.156

## Properties
HOMO energy (alpha / beta): -8.07 / -7.46 eV
total energy: -1072.039086 Ha
ΔE to the lowest compared entry with this formula, charge and spin: 284.49 kJ/mol
net charge: 0

***

# 5
DFT (ωB97M-V/def2-TZVPD) results for an isolated molecule of C2H4I3NO at a distorted geometry.

Last column: Mulliken charge in e.
Geometry (Å):
C -0.53059 1.51140 -0.42760  -0.129
C 1.49584 0.66417 0.31322  -0.468
N 0.74158 1.45581 -0.49107  -0.319
O -1.41837 -0.92394 -0.81432  -0.590
I 0.68439 -0.30671 2.18570  -0.120
I -2.13465 -4.42757 -0.98373  -0.229
I -0.86732 -2.32938 0.27054  0.755
H -1.26949 2.17064 -0.95620  0.267
H -0.86214 1.19225 0.56125  0.125
H 2.47333 1.14039 0.72683  0.366
H 1.68742 -0.14705 -0.38463  0.342

## Properties
HOMO energy: -8.95 eV
total energy: -1101.533211 Ha
ΔE to the lowest compared entry with this formula, charge and spin: 138.03 kJ/mol
net charge: 0

***

# 6
DFT (ωB97M-V/def2-TZVPD) results for a 2-piece molecular cluster, C2H4IN overall at a distorted geometry.

Last column: Löwdin spin population.
Geometry (Å):
C 0.25005 0.17402 0.38899  0.086
C 0.71660 -0.12066 -0.94352  0.006
N -2.42547 0.19128 0.74992  1.807
I 1.52333 0.27626 1.98184  0.019
H 0.25821 0.61864 -1.60943  0.011
H 0.24526 -1.06755 -1.22911  -0.006
H 1.79585 -0.17500 -1.10563  -0.002
H -2.36384 0.10301 1.76695  0.080

## Properties
HOMO energy (alpha / beta): -8.05 / -8.37 eV
multiplicity: 3
total energy: -430.788292 Ha
ΔE to the lowest compared entry with this formula, charge and spin: 382.39 kJ/mol
net charge: 0

***

# 7
DFT (ωB97M-V/def2-TZVPD) results for a 2-piece molecular cluster, C2H4IN2 overall at a distorted geometry.

Last column: Mulliken charge in e.
Geometry (Å):
C 0.52300 1.26393 1.52338  -0.070
C 0.34930 -0.16048 -0.31085  0.587
N 0.05904 0.78621 0.41690  -0.295
N 0.87827 -0.95571 -1.00589  -0.154
I -2.60350 -1.50643 -1.77306  0.053
H 1.10895 0.65595 2.21794  0.269
H 0.11170 2.19222 1.96363  0.286
H -1.35486 -0.41514 -1.43180  -0.082
H 0.92811 -1.86055 -1.60024  0.406

## Properties
HOMO energy: -13.52 eV
total energy: -485.431620 Ha
ΔE to the lowest compared entry with this formula, charge and spin: 229.40 kJ/mol
net charge: +1

***

# 8
DFT (ωB97M-V/def2-TZVPD) results for a 2-piece molecular cluster, C2H4INO overall at a distorted geometry.

Last column: Löwdin spin population.
Geometry (Å):
C 0.20252 0.09120 -1.49494  0.431
C -0.15017 -0.66295 0.83168  0.656
N -0.59352 0.75517 -2.17138  0.135
O 1.14890 -0.76106 1.09201  0.213
I 2.35267 -0.34999 -1.63788  0.464
H -0.74215 -1.67442 0.64180  0.039
H -0.70611 0.04778 1.47435  0.039
H -0.53518 0.90054 -3.16791  0.020
H 1.48939 -0.11510 1.75574  0.002

## Properties
HOMO energy (alpha / beta): -6.34 / -9.24 eV
multiplicity: 3
total energy: -506.095761 Ha
ΔE to the lowest compared entry with this formula, charge and spin: 94.18 kJ/mol
net charge: 0

***

# 9
DFT (ωB97M-V/def2-TZVPD) results for an isolated molecule of C2H4INS at a distorted geometry.

Last column: Mulliken charge in e.
Geometry (Å):
H -1.07762 -1.91867 0.24546  0.235
N -0.14189 -1.48797 0.32139  -0.576
C -0.01561 -0.28010 -0.01670  0.663
C 1.25117 0.48499 -0.10270  -1.058
S -1.25886 1.07096 -0.02158  -0.184
I -3.30414 -0.10035 -0.03748  0.026
H 1.24645 1.01569 0.82235  0.319
H 1.11072 1.23139 -1.03508  0.271
H 2.18977 -0.01594 -0.17568  0.304

## Properties
HOMO energy: -9.05 eV
SMILES: [H]/N=C(/C)SI
total energy: -829.219635 Ha
ΔE to the lowest compared entry with this formula, charge and spin: 8.53 kJ/mol
net charge: 0

***

# 10
DFT (ωB97M-V/def2-TZVPD) results for an isolated molecule of C2H4INS at a distorted geometry.

Last column: Mulliken charge in e.
Geometry (Å):
C 0.18087 -1.01515 0.13250  -0.908
C -0.53831 -0.49587 -1.03354  -0.086
N 1.35718 2.32856 1.02737  -0.567
S 0.24585 0.24199 -2.25947  -0.174
I 0.26249 0.86036 1.63030  0.466
H -0.14136 -1.67842 0.90160  0.455
H 1.25842 -1.03401 0.06368  0.377
H -1.68166 -0.78097 -1.08844  0.233
H 0.84300 3.21585 0.91545  0.204

## Properties
HOMO energy (alpha / beta): -8.49 / -8.29 eV
total energy: -829.063573 Ha
ΔE to the lowest compared entry with this formula, charge and spin: 418.27 kJ/mol
net charge: 0

***

# 11
DFT (ωB97M-V/def2-TZVPD) results for a 2-piece molecular cluster, C2H4INS2 overall at a distorted geometry.

Last column: Mulliken charge in e.
Geometry (Å):
C -0.22390 3.01359 1.29126  -0.107
C -0.52271 0.25333 -0.43758  -0.199
N 1.79578 -0.13727 0.85056  -0.453
S 0.63712 2.93365 2.53497  -0.016
S 1.22339 -0.36547 -0.57849  0.222
I 1.99201 1.71416 -2.10446  -0.193
H -0.94152 -0.58106 0.16808  0.292
H -1.17476 0.27090 -1.33032  0.336
H -0.47621 1.13063 0.09817  -0.134
H 2.84331 -0.41824 0.99555  0.251

## Properties
HOMO energy (alpha / beta): -8.73 / -8.73 eV
total energy: -1227.288255 Ha
ΔE to the lowest compared entry with this formula, charge and spin: 247.95 kJ/mol
net charge: 0

***

# 12
DFT (ωB97M-V/def2-TZVPD) results for a 2-piece molecular cluster, C2H4IOP overall at a distorted geometry.

Last column: Mulliken charge in e.
Geometry (Å):
C 0.99890 -0.07186 -0.20374  0.312
C 0.66254 -0.61823 1.08950  -0.780
O 2.00598 0.02819 -0.77795  -0.317
P -1.21109 1.06909 -1.99010  -0.063
I -2.90949 -0.21905 -0.88471  -0.040
H 0.17546 -1.61263 0.83328  0.247
H 1.57264 -0.84226 1.78931  0.288
H -0.06132 -0.03683 1.59875  0.298
H -1.23361 2.30358 -1.45433  0.055

## Properties
HOMO energy (alpha / beta): -7.87 / -8.03 eV
total energy: -792.796543 Ha
ΔE to the lowest compared entry with this formula, charge and spin: 173.36 kJ/mol
net charge: 0

***

# 13
DFT (ωB97M-V/def2-TZVPD) results for a 2-piece molecular cluster, C2H4IOP3 overall at a distorted geometry.

Last column: Mulliken charge in e.
Geometry (Å):
C -0.57240 -1.02567 0.27113  0.170
C 1.25521 0.48412 0.44836  -0.797
O -3.20284 -1.96412 -1.10710  -0.415
P -0.52178 -2.61113 -0.25580  -0.106
P -1.92535 -0.55802 1.32351  -0.103
P -2.69010 -2.50943 0.34534  0.111
I -2.98338 1.22889 0.03698  -0.083
H 0.93826 1.01395 1.32595  0.304
H 1.17106 0.99008 -0.49359  0.303
H 2.05240 -0.22524 0.55103  0.313
H -4.06743 -1.53516 -1.09450  0.304

## Properties
HOMO energy (alpha / beta): -7.76 / -7.76 eV
total energy: -1475.490087 Ha
ΔE to the lowest compared entry with this formula, charge and spin: 261.48 kJ/mol
net charge: 0

***

# 14
DFT (ωB97M-V/def2-TZVPD) results for an isolated molecule of C2H4IPS at a distorted geometry.

Last column: Mulliken charge in e.
Geometry (Å):
C 0.60076 -0.89874 -0.25928  -1.058
C 0.63034 0.55420 0.18464  0.259
S 1.86986 1.57490 0.40976  -0.202
P -1.09800 1.30278 0.68318  0.004
I -2.63797 -0.55157 0.57245  -0.079
H 1.62304 -1.26140 -0.10469  0.308
H 0.31516 -0.86989 -1.38690  0.269
H 0.06642 -1.36741 0.53881  0.402
H -1.36961 1.51713 -0.63798  0.096

## Properties
HOMO energy: -8.79 eV
SMILES: CC(=S)PI
total energy: -1115.800723 Ha
ΔE to the lowest compared entry with this formula, charge and spin: 67.40 kJ/mol
net charge: 0

***

# 15
DFT (ωB97M-V/def2-TZVPD) results for C2H4KLiO2 as an isolated structure at a distorted geometry.

Last column: Löwdin spin population.
Geometry (Å):
O 2.36434 -0.81506 -0.72105  0.964
C -0.74830 0.03813 -0.72446  0.002
C -1.09506 0.42163 0.64902  0.004
O 0.23392 -0.04769 0.45167  0.022
K 2.60360 1.18827 0.40487  0.011
Li 1.29993 -1.69153 0.53461  -0.005
H -1.41129 -0.75846 -1.07418  0.000
H -0.52149 0.48707 -1.69238  0.000
H -1.63569 -0.30525 1.26098  0.000
H -1.08996 1.48288 0.91093  0.000

## Properties
HOMO energy (alpha / beta): -13.54 / -12.69 eV
multiplicity: 2
total energy: -836.240422 Ha
ΔE to the lowest compared entry with this formula, charge and spin: 107.14 kJ/mol
net charge: +1

***

# 16
DFT (ωB97M-V/def2-TZVPD) results for C2H4LiOYb as an isolated structure at a distorted geometry.

Last column: Löwdin spin population.
Geometry (Å):
O 1.28025 0.37787 -0.02310  0.128
Li 3.00024 0.11956 -0.07662  0.065
Yb 0.20947 2.30825 -0.05998  1.439
C 0.06617 -0.59244 0.01339  0.034
C -1.21994 0.19055 0.02126  0.303
H 0.14880 -1.24915 -0.87194  0.004
H 0.17872 -1.23412 0.90684  0.004
H -1.80623 0.07239 0.94668  0.012
H -1.85748 0.00711 -0.85654  0.011

## Properties
HOMO energy (alpha / beta): -9.95 / -12.27 eV
multiplicity: 3
total energy: -1319.744090 Ha
ΔE to the lowest compared entry with this formula, charge and spin: 0.00 kJ/mol
net charge: +1

***

# 17
DFT (ωB97M-V/def2-TZVPD) results for a 2-piece molecular cluster, C2H4N overall at a distorted geometry.

Last column: Mulliken charge in e.
Geometry (Å):
C -2.05886 -0.03374 0.02958  0.167
C -0.91361 0.02722 -0.23986  -0.221
N 1.48242 -0.01522 -0.04013  -0.382
H -3.19671 0.05093 0.08358  0.377
H 1.48686 0.96140 0.07593  0.351
H 1.67143 -0.61113 -0.82986  0.339
H 1.52847 -0.37945 0.92074  0.368

## Properties
HOMO energy (alpha / beta): -16.98 / -16.60 eV
total energy: -132.811426 Ha
ΔE to the lowest compared entry with this formula, charge and spin: 534.85 kJ/mol
net charge: +1

***

# 18
DFT (ωB97M-V/def2-TZVPD) results for a 2-piece molecular cluster, C2H4N overall at a distorted geometry.

Last column: Löwdin spin population.
Geometry (Å):
C 2.20109 -1.02954 0.35839  0.002
C -1.60072 0.82573 -0.17582  1.221
N 1.25524 -0.47284 0.06780  0.411
H 3.07787 -1.46619 0.71565  0.000
H -2.38458 0.22767 0.27652  0.074
H -0.57860 0.39415 -0.24067  0.193
H -1.97031 1.52102 -1.00187  0.098

## Properties
HOMO energy (alpha / beta): -16.03 / -19.51 eV
multiplicity: 3
total energy: -132.781316 Ha
ΔE to the lowest compared entry with this formula, charge and spin: 161.94 kJ/mol
net charge: +1

***

# 19
DFT (ωB97M-V/def2-TZVPD) results for an isolated molecule of C2H4N2 at a distorted geometry.

Last column: Mulliken charge in e.
Geometry (Å):
C -1.22657 -0.97863 -0.59596  -0.286
N -0.37772 -0.03234 -0.59733  -0.308
N 0.50814 -0.10277 0.54188  -0.345
C 1.17255 1.02221 0.59976  -0.283
H -1.92038 -1.09125 -1.45111  0.265
H -1.14731 -1.68099 0.28410  0.334
H 1.03196 1.75640 -0.14904  0.365
H 1.95935 1.10737 1.36771  0.258

## Properties
HOMO energy: -9.71 eV
SMILES: C=NN=C
total energy: -188.038344 Ha
ΔE to the lowest compared entry with this formula, charge and spin: 209.97 kJ/mol
net charge: 0

***

# 20
DFT (ωB97M-V/def2-TZVPD) results for an isolated molecule of C2H4N2 at a distorted geometry.

Last column: Mulliken charge in e.
Geometry (Å):
H 2.61851 -0.15969 -0.28533  0.269
N 1.72528 0.06821 -0.67075  -0.520
C 0.78958 -0.23975 0.08849  -0.081
C -0.86493 0.24307 0.01047  0.041
N -1.75178 -0.17337 -0.72639  -0.507
H -2.61303 0.22765 -0.42715  0.278
H 1.03037 -0.77500 1.04059  0.274
H -0.93401 0.80889 0.97007  0.245

## Properties
HOMO energy: -9.57 eV
SMILES: [H]/N=C/C=N/[H]
total energy: -188.038379 Ha
ΔE to the lowest compared entry with this formula, charge and spin: 209.87 kJ/mol
net charge: 0